[1]
Computed, not measured: an isolated molecule of C2H2F2O, with ωB97M-V/def2-TZVPD.

The geometry in XYZ format:
```
7
Properties=species:S:1:pos:R:3:forces:R:3:nbo_charge:R:1
C -0.4467 0.7071 0.0871 -1.685 -4.632 0.293 -0.169
C 0.4694 -0.5383 -0.0479 -2.824 0.040 1.197 0.887
O 0.1877 0.2576 -1.1001 1.956 -0.054 -1.232 -0.454
F 1.6868 -0.5663 0.4714 0.033 -0.010 -0.475 -0.300
F -0.0007 -1.9116 -0.0680 0.873 3.302 -0.261 -0.348
H -1.5058 0.4783 -0.0116 -0.069 -0.252 0.242 0.180
H -0.3906 1.5732 0.6692 1.716 1.605 0.237 0.205
```
Positions in Å, forces in eV/Å.

The total charge is 0. Its structure (SMILES) is FC1(F)CO1. The calculation puts the calculated total energy at -9586.8022 eV. As for the HOMO-LUMO gap: 12.419 eV.

=====

[2]
Computed, not measured: a structure of composition C36H33AuN11O2S2, with ωB97M-V/def2-TZVPD.

The geometry in XYZ format:
```
85
Properties=species:S:1:pos:R:3:forces:R:3:lowdin_charge:R:1
Au -0.5378 0.5537 -0.4907 -0.044 -0.052 0.002 1.151
C -12.0528 2.8897 -7.4254 -0.010 -0.002 -0.004 -0.042
O -10.7065 3.1951 -7.7885 0.029 0.006 0.009 -0.045
C -9.7231 2.8710 -6.9490 -0.002 -0.007 0.002 -0.265
C -9.9109 2.2338 -5.7184 0.010 -0.002 0.003 0.007
C -8.8137 1.9452 -4.9297 -0.015 0.008 -0.013 -0.018
C -7.5227 2.2774 -5.3369 -0.002 0.002 -0.010 -0.168
C -7.3482 2.9193 -6.5728 0.002 0.001 0.009 -0.006
C -8.4275 3.2106 -7.3654 -0.008 0.003 -0.011 0.031
C -6.3578 1.9898 -4.5288 -0.010 0.004 -0.008 -0.214
N -5.1152 2.3545 -4.8158 0.001 -0.007 0.009 0.203
C -4.3587 1.8829 -3.8024 0.016 -0.006 0.008 -0.167
C -5.1266 1.2092 -2.8586 0.019 -0.002 0.012 -0.114
N -6.4046 1.2899 -3.3446 -0.007 0.011 -0.015 0.199
C -4.5775 0.6290 -1.6891 -0.022 0.006 -0.015 -0.044
C -5.2846 -0.0488 -0.6738 0.007 -0.004 0.004 0.061
C -4.6145 -0.5451 0.4127 0.011 0.004 -0.002 0.003
C -3.2306 -0.3803 0.5151 0.001 0.005 -0.006 -0.100
N -2.5439 0.2462 -0.4297 0.009 0.001 0.000 -0.063
C -3.1836 0.7553 -1.5278 -0.012 -0.011 0.025 -0.127
C -2.3871 1.4390 -2.4900 0.013 0.027 -0.020 -0.140
N -1.0521 1.5244 -2.2406 0.015 0.063 0.036 -0.035
C -0.2572 2.1818 -3.0671 -0.001 -0.012 -0.019 -0.069
C -0.7537 2.7906 -4.2232 -0.002 -0.005 0.004 0.009
C -2.0946 2.7076 -4.5100 0.012 0.001 0.003 0.074
C -2.9493 2.0203 -3.6290 -0.012 0.002 -0.012 -0.043
H -12.6663 3.2494 -8.2442 0.002 -0.004 0.006 0.102
H -12.3317 3.4055 -6.5054 -0.003 0.001 0.000 0.101
H -12.1881 1.8131 -7.3123 -0.001 0.000 0.001 0.101
H -10.8989 1.9683 -5.3756 -0.008 -0.002 0.002 0.112
H -8.9979 1.4615 -3.9771 -0.001 -0.005 0.006 0.108
H -6.3508 3.1830 -6.8953 0.002 -0.001 0.001 0.117
H -8.3088 3.7041 -8.3199 0.000 0.001 -0.002 0.132
H -7.2415 0.9032 -2.9429 0.005 -0.004 0.008 0.158
H -6.3570 -0.1741 -0.7472 -0.005 -0.001 0.001 0.137
H -5.1344 -1.0624 1.2056 -0.006 -0.002 0.002 0.132
H -2.6830 -0.7488 1.3691 0.005 -0.008 0.003 0.067
H 0.7898 2.2324 -2.8024 -0.001 0.005 -0.001 0.119
H -0.0717 3.3218 -4.8712 0.000 0.000 -0.002 0.129
H -2.5158 3.1666 -5.3953 -0.002 0.002 -0.002 0.143
S 3.4311 -2.1742 0.6181 0.048 -0.152 -0.140 0.665
C 3.2815 -3.5372 1.6044 0.050 0.145 0.059 -0.797
N 3.8861 -4.7077 1.2411 0.008 0.016 0.019 0.079
C 3.8527 -5.8260 1.9968 0.002 -0.012 -0.005 -0.019
C 3.1776 -5.8021 3.1766 0.004 -0.024 0.010 -0.008
C 2.5606 -4.5878 3.5142 -0.009 0.019 -0.004 -0.071
N 2.6023 -3.5019 2.7682 -0.020 -0.018 0.011 0.070
H 4.4057 -4.6990 0.3733 -0.006 0.002 0.002 0.147
H 4.3785 -6.6877 1.6104 -0.001 -0.004 0.007 0.148
H 3.1259 -6.6678 3.8174 0.001 -0.003 -0.003 0.124
H 2.0089 -4.5047 4.4439 -0.003 0.004 0.007 0.129
N 0.6678 1.6617 2.5872 0.018 0.003 -0.044 0.165
C 1.0079 0.4066 2.3206 -0.065 -0.019 0.005 -0.733
S -0.0892 -0.6510 1.4303 0.056 0.024 -0.024 0.742
N 2.1094 -0.1418 2.7561 0.012 0.017 -0.020 0.078
C 3.0376 0.4646 3.6718 0.007 -0.024 0.009 -0.235
C 2.5920 1.0205 4.8639 -0.011 -0.006 0.026 -0.034
C 3.5171 1.5811 5.7321 0.000 0.000 -0.003 -0.044
C 4.8691 1.5681 5.4171 -0.005 -0.007 -0.011 -0.045
C 5.3032 0.9798 4.2371 -0.003 0.007 0.018 -0.046
C 4.3884 0.4228 3.3564 -0.004 -0.012 -0.023 -0.025
H -0.2683 1.9819 2.4109 0.001 0.002 0.015 0.113
H 1.2892 2.2549 3.1208 -0.005 -0.002 0.000 0.127
H 2.4056 -1.0155 2.2883 -0.034 0.026 0.052 0.006
H 1.5440 0.9833 5.1353 0.002 0.003 0.001 0.124
H 3.1804 2.0110 6.6653 0.002 0.002 0.005 0.121
H 5.5857 2.0012 6.1008 0.004 0.002 0.003 0.121
H 6.3587 0.9475 4.0046 0.004 0.001 -0.002 0.119
H 4.7159 -0.0668 2.4474 -0.002 0.005 -0.008 0.087
C 4.0241 1.4939 -0.5615 0.033 0.022 0.013 0.037
N 3.4452 0.4573 -1.4265 0.013 -0.015 0.017 -0.032
C 4.2247 -0.3118 -2.2416 0.010 0.009 -0.024 -0.021
C 3.6934 -1.2888 -3.0012 -0.015 0.002 -0.011 0.024
C 2.2893 -1.4980 -2.9049 0.014 0.013 0.022 -0.347
N 1.5282 -0.7271 -2.1089 0.036 0.002 -0.074 0.181
C 2.1138 0.2090 -1.3958 -0.088 -0.091 0.020 -0.535
O 1.4175 0.9870 -0.6185 -0.020 0.070 0.071 -0.213
N 1.6816 -2.4504 -3.5991 -0.007 -0.006 -0.004 0.212
H 5.0886 1.5532 -0.7666 -0.002 -0.006 0.001 0.109
H 3.8679 1.2300 0.4828 -0.008 -0.009 -0.002 0.082
H 3.5610 2.4552 -0.7679 -0.002 -0.002 -0.003 0.108
H 5.2813 -0.0854 -2.2343 0.000 0.001 0.005 0.152
H 4.3168 -1.8920 -3.6429 0.001 -0.002 -0.004 0.133
H 2.1901 -3.0499 -4.2270 0.003 0.001 0.004 0.135
H 0.6883 -2.5814 -3.5060 0.001 -0.003 -0.004 0.129
```
Positions in Å, forces in eV/Å.

The total charge is +3. The calculation puts the calculated total energy at -83697.1503 eV. As for the HOMO-LUMO gap: 4.248 eV.

=====

[3]
Computed, not measured: an isolated molecule of C5H5NO2, with ωB97M-V/def2-TZVPD.

The geometry in XYZ format:
```
13
Properties=species:S:1:pos:R:3:forces:R:3:nbo_charge:R:1
C -0.7253 1.1857 -1.3735 0.006 0.932 -0.709 -0.659
C -0.0968 0.2786 -0.4005 1.180 -0.316 1.282 -0.021
C 1.2203 0.1347 -0.0433 -2.728 -0.167 -0.387 -0.275
C 1.2921 -0.7772 1.1409 0.411 -1.187 -0.392 0.654
C -0.9783 -0.5765 0.5242 0.994 -0.056 0.774 0.662
H -1.4183 1.9149 -0.8678 0.637 -0.792 -0.444 0.248
H 0.0711 1.7483 -1.8939 -0.455 -0.078 0.234 0.225
H -1.2900 0.6527 -2.1506 -0.034 0.054 0.358 0.242
H 2.0596 0.5073 -0.5962 0.323 0.303 0.240 0.238
H -0.2051 -2.0120 2.0002 -0.025 0.772 -0.341 0.431
N -0.0243 -1.2055 1.3937 -0.712 0.095 -0.164 -0.679
O 2.2805 -1.1946 1.7118 -0.946 0.576 -0.333 -0.538
O -2.1855 -0.6563 0.5550 1.351 -0.136 -0.117 -0.526
```
Positions in Å, forces in eV/Å.

The total charge is 0. Its structure (SMILES) is CC1=CC(=O)NC1=O. The calculation puts the calculated total energy at -10851.3150 eV. As for the HOMO-LUMO gap: 9.636 eV.

=====

[4]
Computed, not measured: a structure of composition C35H54O6P3PdSe, with ωB97M-V/def2-TZVPD.

The geometry in XYZ format:
```
100
Properties=species:S:1:pos:R:3:forces:R:3:lowdin_charge:R:1
Pd -1.8954 0.9073 -0.0447 0.187 0.100 -0.208 0.253
C 2.9401 -0.4308 -2.1356 0.051 -0.002 0.078 -0.063
C 3.4413 0.7873 -1.3948 0.057 -0.034 0.026 -0.408
C 3.8208 1.9327 -2.3121 -0.033 -0.001 0.001 -0.053
O 2.5017 1.3002 -0.4016 -0.025 -0.062 -0.008 -0.197
P 0.9167 1.2914 -0.4157 0.145 0.091 0.090 0.429
O 0.2381 0.6664 -1.5479 -0.092 0.125 -0.020 -0.259
C 0.6228 3.0854 -0.2709 0.238 0.135 0.077 -0.219
P -1.0081 3.8368 -0.2302 -0.055 0.054 0.039 0.435
O -1.8501 3.6506 -1.4098 0.036 0.019 -0.080 -0.250
O -0.7481 5.4041 -0.0197 0.061 -0.010 -0.014 -0.181
C 0.2040 6.1589 0.7511 -0.017 0.041 0.056 -0.433
C 0.5228 5.5902 2.1283 -0.020 0.002 -0.025 -0.040
C 1.4547 6.4158 -0.0713 -0.025 0.020 0.011 -0.048
O -1.5760 3.3143 1.1619 0.047 -0.120 0.075 -0.253
C -2.9317 3.4351 1.7016 -0.041 -0.022 0.002 -0.430
C -3.9883 3.6584 0.6403 0.022 -0.029 0.016 -0.069
C -2.9289 4.5191 2.7607 0.010 -0.019 -0.011 -0.055
O 0.5469 0.6877 1.0087 -0.031 0.320 -0.254 -0.222
C 1.3000 1.0293 2.1984 -0.036 -0.205 0.106 -0.444
C 2.2165 -0.1343 2.5117 -0.014 0.027 0.041 -0.031
C 0.2898 1.3051 3.2937 0.006 0.019 -0.013 -0.030
H 3.7738 -0.8527 -2.7010 0.001 -0.007 0.000 0.095
H 2.1282 -0.1803 -2.8139 -0.020 0.005 -0.036 0.080
H 2.5771 -1.1925 -1.4435 -0.045 -0.004 -0.007 0.040
H 4.2991 0.4981 -0.7823 -0.007 0.058 -0.025 0.141
H 2.9739 2.1974 -2.9485 -0.019 0.015 -0.001 0.086
H 4.6471 1.6318 -2.9567 0.010 -0.010 -0.019 0.081
H 4.1268 2.8100 -1.7402 0.014 0.006 0.007 0.075
H 1.1159 3.5302 -1.1396 0.006 -0.019 -0.034 0.085
H 1.1695 3.4235 0.6103 0.040 0.015 -0.018 0.046
H -0.3069 7.1136 0.8985 -0.031 -0.032 -0.021 0.138
H 1.2891 4.8160 2.0940 -0.004 -0.047 -0.017 0.071
H -0.3634 5.1781 2.6017 -0.006 0.020 0.012 0.052
H 0.9053 6.3951 2.7573 0.028 0.009 0.000 0.088
H 2.0606 5.5153 -0.1667 0.007 -0.036 -0.015 0.068
H 2.0629 7.1793 0.4160 0.020 0.010 0.015 0.084
H 1.1869 6.7667 -1.0666 -0.004 0.013 -0.018 0.087
H -3.0975 2.4576 2.1611 0.032 0.055 -0.029 0.128
H -3.8740 4.6291 0.1571 0.008 0.020 -0.014 0.085
H -4.9677 3.6181 1.1230 0.014 -0.009 0.001 0.088
H -3.9254 2.8783 -0.1170 -0.025 0.005 -0.013 0.044
H -2.7387 5.4964 2.3126 0.006 0.012 -0.004 0.084
H -2.1749 4.3204 3.5227 0.005 0.000 0.018 0.073
H -3.9038 4.5500 3.2487 -0.018 0.002 0.002 0.084
H 1.8936 1.9287 2.0032 -0.013 -0.013 -0.028 0.122
H 1.6190 -1.0267 2.6959 -0.007 -0.014 -0.020 0.079
H 2.8172 0.0857 3.3968 0.009 0.002 0.017 0.086
H 2.8777 -0.3427 1.6727 0.017 -0.005 -0.012 0.081
H -0.2471 0.3878 3.5397 -0.020 -0.004 -0.012 0.085
H -0.4318 2.0520 2.9623 0.014 0.016 0.014 0.061
H 0.7961 1.6663 4.1914 0.005 -0.022 0.003 0.084
C -5.2195 0.1376 -0.6245 0.004 0.004 -0.105 -0.276
P -3.4855 -0.4758 -0.4743 -0.577 -0.320 0.433 0.844
C -3.3568 -1.5773 -1.9214 0.024 -0.137 -0.006 -0.355
C -3.8884 -1.2135 -3.1561 -0.017 -0.024 -0.026 -0.106
C -3.7260 -2.0320 -4.2648 0.040 -0.041 0.017 -0.106
C -3.0209 -3.2237 -4.1514 -0.036 0.039 0.024 -0.103
C -2.4766 -3.5865 -2.9269 0.013 0.015 -0.030 -0.083
C -2.6400 -2.7706 -1.8186 -0.019 0.065 -0.124 -0.112
C -3.7578 -1.7204 0.8596 0.051 0.003 0.030 -0.366
C -4.7442 -2.7030 0.8076 0.004 0.002 0.022 -0.098
C -4.9097 -3.5900 1.8597 0.001 -0.002 0.000 -0.096
C -4.0812 -3.5118 2.9734 -0.009 -0.009 0.001 -0.104
C -3.0854 -2.5493 3.0286 0.033 0.009 0.015 -0.088
C -2.9275 -1.6589 1.9756 -0.099 0.001 -0.231 -0.104
H -5.9428 -0.6467 -0.8549 0.004 -0.016 -0.006 0.033
H -5.2752 0.9137 -1.3885 0.011 0.003 -0.006 0.027
H -5.4682 0.5940 0.3347 -0.031 0.004 -0.008 0.032
H -4.4239 -0.2775 -3.2617 -0.010 0.015 0.000 0.093
H -4.1422 -1.7326 -5.2190 -0.004 -0.002 -0.017 0.091
H -2.8840 -3.8598 -5.0170 -0.001 -0.004 -0.013 0.092
H -1.8967 -4.4943 -2.8250 0.030 -0.003 -0.008 0.099
H -2.1802 -3.0699 -0.8852 0.006 0.061 0.036 0.054
H -5.3749 -2.7898 -0.0697 -0.010 0.003 -0.020 0.103
H -5.6758 -4.3542 1.8082 -0.005 -0.003 -0.003 0.094
H -4.2044 -4.2153 3.7877 0.006 0.000 0.009 0.093
H -2.4184 -2.5031 3.8804 0.001 -0.008 0.012 0.097
H -2.1504 -0.9015 1.9527 0.066 -0.052 0.183 0.061
C 6.6557 -5.0445 -1.1187 -0.008 0.004 0.005 -0.080
C 5.2293 -4.5893 -0.9502 0.038 -0.009 0.026 -0.307
C 4.6463 -4.4769 0.3039 0.006 0.011 0.005 -0.047
C 3.3239 -4.0782 0.4751 0.009 0.009 -0.029 -0.320
C 2.7552 -4.0193 1.8626 -0.020 0.006 0.002 -0.118
C 2.5232 -3.7610 -0.6418 -0.014 -0.076 -0.029 -0.628
Se 0.7227 -3.1752 -0.4465 0.015 -0.053 0.111 0.532
C 3.1121 -3.8838 -1.9213 0.003 0.018 0.014 -0.335
C 2.3160 -3.6003 -3.1641 0.001 -0.024 0.003 -0.119
C 4.4362 -4.2882 -2.0493 -0.017 0.047 -0.031 -0.047
H 7.1967 -4.9938 -0.1724 0.007 -0.001 0.009 0.062
H 7.1901 -4.4258 -1.8432 0.006 0.004 -0.008 0.066
H 6.7108 -6.0777 -1.4735 0.001 -0.010 -0.002 0.069
H 5.2385 -4.7088 1.1858 0.013 -0.005 0.010 0.100
H 3.5439 -4.0956 2.6143 0.024 -0.015 0.015 0.064
H 2.0387 -4.8310 2.0153 -0.024 0.015 0.004 0.071
H 2.1870 -3.0998 2.0030 0.017 0.001 0.012 0.010
H 1.6830 -2.7233 -3.0304 0.001 0.000 -0.017 0.025
H 1.6334 -4.4285 -3.3757 -0.032 0.016 0.009 0.073
H 2.9741 -3.4615 -4.0257 0.009 -0.026 -0.008 0.066
H 4.8616 -4.3666 -3.0472 0.007 -0.003 -0.012 0.105
```
Positions in Å, forces in eV/Å.

The total charge is -1. The calculation puts the calculated total energy at -146156.0602 eV. As for the HOMO-LUMO gap: 5.053 eV.

=====

[5]
Computed, not measured: the ion C3H4NO with charge +1, with ωB97M-V/def2-TZVPD.

The geometry in XYZ format:
```
9
Properties=species:S:1:pos:R:3:forces:R:3:nbo_charge:R:1
C 0.8164 -0.0587 0.0152 0.434 6.257 0.936 -0.544
C -0.5361 1.1685 0.0162 4.158 -2.179 0.008 0.480
C -0.0783 -1.1523 0.0593 -1.347 -2.654 0.063 0.057
N -1.3365 -0.9424 -0.0346 0.505 -1.094 0.520 -0.029
O -1.5449 0.4693 0.0481 -1.088 2.023 -0.238 -0.212
H 1.3987 0.0683 -0.8914 -0.419 -0.317 -0.932 0.319
H -0.4880 2.2923 0.0560 -0.503 -1.190 -0.060 0.271
H 0.0704 -2.2564 0.0523 0.582 0.967 -0.044 0.306
H 1.6983 0.4115 0.6791 -2.324 -1.813 -0.253 0.351
```
Positions in Å, forces in eV/Å.

The total charge is +1. The calculation puts the calculated total energy at -6701.2993 eV. As for the HOMO-LUMO gap: 11.086 eV.

=====

The relative energy (zero: lowest compared OMol25 entry of this formula, charge and spin) results, record by record, are as follows: 1.205 0.146 0.000 1.643 3.371 eV.